{"formula": "C39H41ClN4O6PSSiTi", "method": "the ωB97M-V functional and the def2-TZVPD basis", "orbital_gap_ev": 7.3, "total_charge": 1, "relative_energy_kcal_mol": 59.1, "species": ["Ti", "O", "S", "O", "O", "O", "O", "C", "C", "C", "C", "C", "C", "C", "C", "N", "H", "H", "H", "H", "H", "H", "H", "H", "H", "H", "H", "Cl", "C", "C", "C", "C", "C", "C", "P", "C", "C", "C", "C", "C", "C", "C", "C", "C", "C", "C", "C", "H", "H", "H", "H", "H", "H", "H", "H", "H", "H", "H", "H", "H", "H", "N", "C", "C", "C", "C", "C", "C", "C", "N", "C", "C", "N", "C", "H", "H", "H", "H", "H", "H", "H", "C", "Si", "C", "C", "O", "H", "H", "H", "H", "H", "H", "H", "H", "H"], "positions_angstrom": [[0.610, -0.351, -1.074], [2.128, 2.646, -0.234], [1.674, 1.826, -1.305], [1.745, 2.319, -2.644], [0.184, 1.406, -1.032], [2.287, 0.420, -1.207], [-0.783, -1.277, -0.475], [-1.386, -2.368, -1.138], [-2.822, -2.671, -0.692], [-3.772, -1.467, -0.511], [-3.759, -0.429, -1.585], [-4.847, -0.077, -2.366], [-4.730, 0.954, -3.286], [-3.525, 1.637, -3.413], [-2.462, 1.252, -2.629], [-2.618, 0.257, -1.747], [-1.805, -0.033, -1.149], [-0.787, -3.268, -0.961], [-1.375, -2.171, -2.218], [-2.797, -3.189, 0.268], [-3.233, -3.358, -1.434], [-3.494, -0.960, 0.414], [-4.783, -1.851, -0.389], [-5.784, -0.603, -2.254], [-5.576, 1.229, -3.902], [-3.418, 2.459, -4.104], [-1.476, 1.694, -2.663], [1.244, 0.148, 1.389], [0.594, 0.389, 3.016], [1.417, -0.035, 4.048], [1.032, 0.157, 5.362], [-0.162, 0.789, 5.644], [-0.976, 1.228, 4.617], [-0.633, 1.035, 3.279], [-1.690, 1.615, 1.892], [-3.288, 1.810, 2.810], [-3.773, 0.690, 3.495], [-5.023, 0.702, 4.089], [-5.828, 1.829, 3.988], [-5.367, 2.940, 3.302], [-4.105, 2.933, 2.719], [-1.096, 3.349, 1.779], [-1.734, 4.182, 0.860], [-1.346, 5.502, 0.709], [-0.288, 6.000, 1.457], [0.379, 5.168, 2.340], [-0.021, 3.849, 2.504], [2.364, -0.504, 3.819], [1.675, -0.180, 6.163], [-0.456, 0.961, 6.670], [-1.892, 1.751, 4.855], [-3.146, -0.191, 3.585], [-5.370, -0.165, 4.636], [-6.809, 1.840, 4.445], [-5.988, 3.823, 3.226], [-3.753, 3.822, 2.213], [-2.539, 3.790, 0.248], [-1.869, 6.142, 0.010], [0.022, 7.030, 1.341], [1.218, 5.546, 2.908], [0.520, 3.220, 3.198], [9.487, -4.794, 2.731], [8.534, -4.477, 2.174], [7.338, -4.096, 1.488], [6.757, -2.853, 1.727], [5.584, -2.504, 1.084], [4.989, -3.400, 0.204], [5.571, -4.635, -0.048], [6.745, -4.984, 0.591], [3.772, -3.049, -0.438], [3.386, -3.376, -1.717], [2.161, -2.820, -1.897], [1.778, -2.160, -0.745], [2.777, -2.322, 0.104], [7.233, -2.162, 2.409], [5.144, -1.530, 1.250], [5.096, -5.329, -0.728], [7.206, -5.943, 0.402], [4.014, -3.939, -2.383], [1.522, -2.849, -2.760], [2.794, -1.984, 1.124], [-0.074, 1.069, -5.151], [0.719, -0.432, -4.322], [2.596, -0.350, -4.470], [0.022, -1.984, -5.175], [0.228, -0.585, -2.755], [0.295, 1.156, -6.174], [0.212, 1.976, -4.617], [-1.161, 1.000, -5.201], [2.900, -0.128, -5.493], [3.098, -1.268, -4.163], [2.949, 0.461, -3.833], [0.238, -1.941, -6.243], [-1.063, -2.041, -5.060], [0.441, -2.918, -4.796]], "atomic_forces_ev_per_a": [[-0.9323, -3.2110, 0.1161], [0.0312, -0.0296, -0.1297], [0.8483, 2.7567, -0.0595], [0.0774, -0.0926, -0.0753], [-0.2451, 1.6005, 0.1670], [1.8113, 0.8268, -0.1031], [-1.9371, -0.8992, 0.8469], [-0.4773, -0.4156, -0.1160], [0.2161, 0.2222, 0.0533], [0.2482, -0.2063, 0.1180], [-0.2241, -0.0339, 0.0594], [0.0171, -0.0028, -0.1454], [0.1586, 0.0019, 0.1303], [-0.0313, -0.0001, -0.0345], [-0.0357, 0.0747, 0.0050], [0.3071, 0.1050, 0.0475], [-0.7275, 0.1435, -0.2616], [0.0308, 0.0916, -0.0407], [0.0280, -0.0200, 0.0457], [-0.0669, -0.0489, -0.0313], [-0.0115, -0.0576, 0.0429], [-0.0456, 0.0777, 0.1205], [-0.0280, 0.1185, 0.0173], [0.0290, -0.0734, 0.0657], [-0.0194, 0.0147, 0.0196], [0.0703, -0.0334, -0.0412], [-0.0468, 0.0837, 0.0080], [0.2486, 0.2659, 1.5476], [-0.7636, 0.1915, 0.6633], [0.1857, -0.0984, -0.3487], [0.0857, -0.0514, 0.0645], [-0.0852, 0.0909, 0.1793], [0.1770, 0.0577, -0.1160], [0.6240, -0.4972, -0.5699], [-0.1624, 0.3588, 0.3445], [-0.0662, -0.2564, -0.2513], [-0.0175, 0.0121, -0.1362], [0.0277, -0.0295, 0.0054], [-0.0305, 0.0471, -0.0204], [-0.0266, -0.0337, 0.0545], [0.1354, 0.0245, 0.0294], [-0.0432, -0.1838, -0.1945], [0.1039, -0.0394, -0.0875], [-0.0527, 0.0398, -0.0015], [0.0053, 0.0140, -0.0144], [0.0366, 0.0371, 0.0152], [-0.0249, 0.0496, 0.0136], [0.0047, -0.0231, -0.0033], [0.0372, -0.0177, -0.0040], [-0.0074, -0.0062, 0.0158], [0.0084, -0.0217, -0.0214], [-0.0615, -0.0399, -0.0169], [0.0021, -0.0126, -0.0119], [-0.0041, -0.0006, 0.0116], [0.0245, 0.0138, -0.0026], [-0.0259, 0.0001, 0.0036], [-0.0463, -0.0057, -0.0309], [0.0317, -0.0038, -0.0186], [0.0084, 0.0062, -0.0069], [0.0113, -0.0019, 0.0045], [-0.0178, 0.0033, 0.0221], [-0.0241, 0.0235, -0.0185], [0.2648, -0.0630, 0.1273], [-0.2838, 0.0399, -0.1403], [0.0464, -0.1042, 0.0193], [-0.1214, 0.0474, -0.0997], [0.3458, -0.1240, 0.2243], [-0.1526, 0.0339, -0.0665], [0.0643, 0.0894, 0.0245], [-0.3036, 0.1238, 0.0552], [-0.1605, -0.0574, -0.2485], [0.1094, -0.2229, 0.0421], [0.8053, -0.1465, -0.1630], [-0.0212, -0.1879, 0.1048], [-0.0113, 0.0101, 0.0133], [0.0223, 0.0311, -0.0208], [-0.0004, -0.0298, 0.0128], [-0.0126, -0.0180, 0.0151], [0.0270, -0.0095, 0.0057], [0.0577, -0.0057, -0.0547], [0.0524, 0.1128, -0.0374], [0.2348, -0.2518, 0.4571], [0.1335, -0.2811, -1.9107], [-0.4617, 0.0673, 0.3046], [0.2511, 0.4071, 0.2284], [-0.1862, -0.3280, -0.6398], [0.0441, -0.0399, -0.0275], [-0.0224, 0.0615, -0.0346], [-0.0301, -0.0550, 0.0098], [-0.0983, -0.0006, -0.0705], [-0.0477, -0.0453, 0.0135], [0.1015, 0.0218, -0.0416], [0.0005, -0.0203, -0.0534], [-0.0339, 0.0462, 0.0073], [0.0442, -0.0073, 0.0194]], "mulliken_charge": [1.0872, -0.6340, 0.7407, -0.7146, 0.0365, -0.1207, -0.0352, -0.4962, -1.0178, -0.6570, 1.2945, -0.9753, -0.3898, -1.2432, -0.3815, 1.3709, -0.8456, 0.4353, 0.1582, 0.4081, 0.4206, -0.2012, 0.5894, 0.5392, 0.4443, 0.5625, 0.8317, 0.1351, 0.8100, -0.5987, -0.7594, -0.9106, -0.0008, -0.9910, 0.9729, 0.3411, -0.2575, -0.8589, -0.5522, -0.6850, -0.5474, 0.7639, -0.6336, -0.7512, -0.6517, -0.6968, -0.5248, 0.5298, 0.3966, 0.4369, 0.5994, 0.4754, 0.4254, 0.3998, 0.4277, 0.4647, 0.4963, 0.4258, 0.4117, 0.4231, 0.2941, -0.4620, -0.0049, 0.5030, -0.9202, -0.3693, 0.7739, -0.4374, -0.8898, 0.2863, -0.7762, -1.3225, 0.0746, -0.8819, 0.4539, 0.6075, 0.4681, 0.4566, 0.5194, 0.8824, 0.8597, -1.2177, 1.0055, -1.0766, -1.3236, -0.4569, 0.4860, 0.3313, 0.2236, 0.5509, 0.2794, 0.2612, 0.4430, 0.2951, 0.3601]}